# 1
{
  "formula": "C7H28O7",
  "method": "ωB97M-V with the def2-TZVPD basis set",
  "species": ["O", "O", "O", "O", "O", "O", "O", "C", "C", "C", "C", "C", "C", "C", "H", "H", "H", "H", "H", "H", "H", "H", "H", "H", "H", "H", "H", "H", "H", "H", "H", "H", "H", "H", "H", "H", "H", "H", "H", "H", "H", "H"],
  "xyz": [[-0.451707, -0.596291, 1.559540], [1.595684, 5.699122, 1.095467], [2.166428, -0.464574, -4.257233], [-2.032356, -2.554797, 0.230015], [-3.835828, 1.635275, -0.225537], [3.192223, -1.220169, 4.271138], [1.854398, -2.671579, -2.410839], [0.777981, -0.119153, -4.144809], [-3.374269, 1.658090, 1.135030], [1.044788, -2.618922, -1.303200], [2.234513, -1.997940, 3.599304], [0.708526, 4.462064, 1.200477], [-2.524012, -1.725087, -0.786977], [0.444861, 0.253555, 0.771365], [2.458687, -3.007172, 3.463610], [-3.696377, -1.412297, -0.424411], [-2.345589, 1.881239, 1.394670], [-3.899638, 2.670113, -0.512644], [2.214854, -1.200531, -3.746760], [1.485623, -0.094416, 1.004192], [-3.734454, 0.781034, 1.573503], [-3.894749, 2.548387, 1.486304], [0.757336, 0.271592, -3.096089], [1.546237, 3.903004, 0.706933], [0.202249, -0.863435, -4.371419], [1.232203, -1.970014, 4.028034], [0.668290, -1.528680, -1.240744], [0.235707, 1.322526, 1.080583], [0.200404, -3.202601, -1.372899], [-0.192337, 4.778130, 0.608194], [-0.972547, -0.946038, 0.813566], [2.389101, -3.364652, -2.228663], [0.374391, 0.222667, -0.215011], [1.607237, 6.074437, 0.154221], [-2.176667, -0.891858, -0.871050], [1.622978, -2.740414, -0.388703], [0.448854, 0.778574, -4.911810], [-2.253943, -2.185155, -1.787871], [3.544765, -0.646218, 3.663270], [1.948094, -1.507504, 2.419822], [0.621201, 3.950439, 2.224144], [-2.193144, -3.360752, -0.186713]],
  "forces_ev_per_angstrom": [[0.3412, 0.6706, -2.5365], [-0.7348, 1.0625, 0.1414], [-0.8361, 3.4716, -3.1894], [0.8613, 1.6186, 0.5891], [0.8008, 3.5512, -1.5311], [-1.3820, -2.2622, 2.0691], [-1.4549, 2.4605, -1.7963], [3.6738, 7.0903, 0.4787], [-1.1638, 2.5557, -0.6565], [0.0494, 4.5530, 1.4567], [-2.2853, 2.9712, -3.7120], [2.9199, 0.9612, -1.5627], [-7.1095, -7.7819, 0.4461], [0.9888, 0.9229, 6.1837], [1.0083, -1.6175, -0.1818], [2.6214, -1.2758, -1.9936], [0.6532, -0.5547, -0.7884], [0.2717, -4.0508, 0.8341], [0.6960, -3.6661, 2.4396], [-0.6863, 0.8407, -0.0295], [-0.3078, -1.2679, 0.9278], [-0.1982, -0.2971, 1.2148], [-1.2231, -0.2224, -0.7888], [-2.1039, -1.1724, -0.2838], [-3.5546, -4.5503, -0.8606], [0.1976, 0.3142, 0.5475], [0.3771, -1.6592, -0.0439], [0.7245, -1.0460, -0.2229], [-1.7910, -1.7310, 0.0353], [0.5671, -1.3737, 0.8901], [-0.2005, -0.5833, 1.2829], [3.0407, -3.3547, 0.0768], [-0.9824, -0.5401, -4.4309], [-0.4397, -1.3248, 2.0410], [4.8687, 9.7534, -0.0420], [-0.2182, -0.4035, 0.2254], [1.2439, -2.1052, 1.9384], [-1.4253, 0.2851, 0.7962], [1.3770, 2.0707, -2.0010], [1.0974, -1.5350, 3.3243], [-0.2115, 1.8301, -1.2258], [-0.0706, -2.6078, -0.0615]],
  "lowdin_charge": [-0.127, -0.232, -0.100, -0.098, -0.186, -0.080, -0.059, -0.133, -0.159, -0.140, -0.161, -0.117, -0.141, -0.129, 0.037, 0.169, 0.063, 0.155, -0.035, 0.074, 0.061, 0.074, 0.081, 0.074, -0.001, 0.068, 0.090, 0.085, 0.047, 0.081, 0.021, 0.037, -0.005, 0.097, -0.059, 0.098, 0.137, 0.118, 0.023, 0.128, 0.093, 0.050],
  "de_lowest_kcal_mol": 223.4,
  "homo_energy_ha": -0.37067,
  "smiles": "CO.CO.CO.CO.CO.CO.CO",
  "largest_force_ev_per_a": 10.9,
  "orbital_gap_ha": 0.382,
  "energy_ev": -22036.1888,
  "e_lumo_ev": 0.32
}



# 2
{
  "formula": "CHF2IO",
  "method": "ωB97M-V with the def2-TZVPD basis set",
  "species": ["I", "F", "F", "O", "C", "H"],
  "xyz": [[1.056763, -1.419283, -2.277739], [0.481141, 1.523864, -1.993526], [2.173568, 0.794076, -0.534834], [-0.486026, 0.248593, -0.549104], [0.457986, 0.348938, -1.430009], [-1.169214, 0.923790, -0.506359]],
  "forces_ev_per_angstrom": [[0.1828, 0.0500, -0.3378], [-0.2905, -0.4980, -1.1544], [-2.6716, -1.0809, -1.0174], [0.0238, -1.5073, 0.3751], [2.3984, 2.2757, 2.3167], [0.3573, 0.7606, -0.1821]],
  "lowdin_charge": [1.063, 0.086, -0.418, 0.059, -0.940, 0.150],
  "de_lowest_kcal_mol": 54.5,
  "homo_energy_ha": -0.37860,
  "largest_force_ev_per_a": 4.0,
  "orbital_gap_ha": 0.363,
  "energy_ev": -16633.9421,
  "e_lumo_ev": -0.43
}



# 3
{
  "formula": "C9H14O",
  "method": "ωB97M-V with the def2-TZVPD basis set",
  "species": ["O", "C", "C", "C", "C", "C", "C", "C", "C", "C", "H", "H", "H", "H", "H", "H", "H", "H", "H", "H", "H", "H", "H", "H"],
  "xyz": [[0.052708, 0.679858, 3.272649], [-0.346656, -0.019070, 2.159363], [-1.465925, -0.070486, -0.052433], [-0.716945, -1.212850, -0.300955], [-0.744589, -1.953187, -1.644011], [1.862117, 2.586695, -3.476741], [0.131247, -1.346321, 1.985910], [-0.050136, -1.881081, 0.719245], [1.646885, 1.638790, -2.293381], [-1.310567, 0.486220, 1.232070], [1.456054, 0.542695, -2.587348], [-0.259489, -2.953221, -1.770800], [2.164666, 3.582168, -3.002933], [-0.158041, -1.325615, -2.359893], [-1.787875, -2.173629, -2.047156], [-1.657247, 1.435496, 1.473277], [2.533612, 1.650949, -1.592881], [0.847801, -1.744377, 2.676690], [-2.189701, 0.407586, -0.760758], [2.766983, 2.473616, -4.053740], [0.734320, 1.907758, -1.721120], [1.052352, 2.720121, -4.173893], [-0.372263, 1.444359, 3.360226], [0.414576, -2.779041, 0.404737]],
  "forces_ev_per_angstrom": [[2.5834, -5.4059, -0.8330], [-1.1911, -1.1753, -0.5053], [-0.1936, 0.4609, 1.0244], [-1.0076, -2.0236, -1.0236], [-0.4050, 0.1799, -1.5438], [1.2708, 1.8718, 1.5492], [0.1522, 2.1236, -0.7588], [0.0501, 1.0712, 0.2218], [-0.1186, -1.6511, 0.0836], [2.3746, -1.1517, 0.0325], [0.4843, 1.5369, 0.2300], [-0.1000, 0.7636, 1.0739], [-1.0766, -0.7958, -0.6197], [-0.8457, -0.3500, 0.1026], [1.1686, 0.8260, 0.4653], [-1.1053, 1.5969, 0.1891], [-1.0095, -0.0139, -0.7545], [-0.0332, -0.3272, 0.3882], [0.9861, -0.6254, 0.5311], [0.2877, -1.0278, -0.2844], [0.6291, 0.0709, -0.2348], [-0.4798, -0.0084, 0.0525], [-2.8472, 4.9543, 0.3820], [0.4263, -0.8999, 0.2317]],
  "lowdin_charge": [0.089, -0.272, -0.043, -0.301, -0.072, -0.187, 0.003, -0.061, -0.185, -0.020, 0.066, 0.077, 0.082, 0.063, 0.092, 0.081, 0.077, 0.108, 0.130, 0.046, 0.056, 0.051, 0.024, 0.096],
  "de_lowest_kcal_mol": 31.8,
  "homo_energy_ha": -0.30681,
  "smiles": "Cc1ccc(O)cc1.CC",
  "largest_force_ev_per_a": 6.0,
  "orbital_gap_ha": 0.338,
  "energy_ev": -11606.2598,
  "e_lumo_ev": 0.85
}